--- A ---
Molecular formula: H4NP
Method: DFT, wB97M-V/def2-TZVPD

Each line ends with the Mulliken charge.
Cartesian coordinates (Å):
P 2.491 -0.929 -0.378  0.030
N -1.069 0.094 0.127  -0.623
H -1.337 -0.375 1.070  0.234
H -0.066 0.276 0.064  0.144
H -1.442 1.049 0.047  0.219
H 1.422 -0.115 -0.930  -0.005

frontier orbital gap (spin up / spin down) = 7.44 / 7.39 eV
net charge = 0
HOMO energy (spin up / spin down) = -0.33026 / -0.32983 Eh
LUMO (spin up / spin down) = -1.547 / -1.582 eV

=====

--- B ---
Molecular formula: H4NP
Method: DFT, wB97M-V/def2-TZVPD

Each line ends with the Mulliken charge.
Cartesian coordinates (Å):
P -0.369 0.017 -0.066  0.063
N -0.552 1.423 -0.591  -0.417
H -0.417 0.107 1.328  0.119
H 0.961 -0.681 0.085  0.022
H -1.330 -0.880 -0.393  0.087
H 1.707 0.013 -0.363  0.126

frontier orbital gap (spin up / spin down) = 9.07 / 7.02 eV
net charge = 0
HOMO energy (spin up / spin down) = -0.36435 / -0.30985 Eh
LUMO (spin up / spin down) = -0.846 / -1.411 eV

=====

Which of them is most stable? Easy: A.

=====

--- A ---
Molecular formula: C6H15NO
Method: DFT, wB97M-V/def2-TZVPD

Each line ends with the Mulliken charge.
Cartesian coordinates (Å):
O 1.182 0.665 2.524  -0.985
N 0.173 -2.398 -0.298  -0.476
C -0.147 0.474 -0.008  0.914
C 0.938 0.563 -2.354  -1.245
C -0.319 -1.825 0.975  -0.582
C -0.242 0.216 -1.457  -0.484
C -1.046 -0.494 0.850  -0.981
C -0.433 1.922 0.394  -1.762
H 1.879 0.066 -2.133  0.283
H 0.518 -1.637 1.651  0.216
H -0.723 2.071 1.430  0.401
H 0.427 2.588 0.264  0.341
H -1.238 2.412 -0.191  0.407
H -0.035 -3.378 -0.375  0.194
H 1.019 1.647 -2.187  0.319
H -2.102 -0.518 0.517  0.384
H -1.170 0.412 -1.997  0.378
H 0.025 -1.654 -1.034  0.258
H 0.833 0.222 0.409  0.286
H 1.932 0.872 3.096  0.060
H -1.118 -0.002 1.820  0.343
H 0.606 0.346 -3.370  0.368
H -0.958 -2.569 1.475  0.363

frontier orbital gap (spin up / spin down) = 6.46 / 6.40 eV
net charge = -1
HOMO energy (spin up / spin down) = -0.09569 / -0.09567 Eh
spin multiplicity = 2
LUMO (spin up / spin down) = 3.859 / 3.795 eV

=====

--- B ---
Molecular formula: C6H15NO
Method: DFT, wB97M-V/def2-TZVPD

Each line ends with the Mulliken charge.
Cartesian coordinates (Å):
O 1.671 -2.171 -0.129  -0.542
N 1.468 0.196 -1.309  -0.489
C 2.237 -0.509 -0.297  -0.434
C -2.075 -0.874 -0.090  -1.454
C -0.715 1.249 -0.214  -0.824
C -1.119 0.108 0.666  0.997
C 0.672 1.372 -0.873  -0.600
C -2.056 0.696 1.795  -1.253
H -1.576 -1.223 -0.992  0.331
H 2.221 -1.716 -0.907  0.297
H 1.303 1.807 -0.047  0.280
H -3.016 1.071 1.468  0.402
H 0.483 2.016 -1.733  0.295
H 0.793 -0.567 -1.555  0.288
H -1.544 1.596 -0.891  0.075
H -0.875 2.378 2.391  1.843
H 3.270 -0.200 -0.249  0.323
H 1.921 -0.232 0.692  0.310
H -2.232 -1.713 0.596  0.386
H -3.008 -0.425 -0.409  0.381
H -0.328 -0.469 1.184  0.022
H -1.375 1.557 2.211  -1.958
H -2.124 -0.109 2.608  0.323

frontier orbital gap (spin up / spin down) = 5.41 / 4.51 eV
net charge = -1
HOMO energy (spin up / spin down) = -0.06700 / -0.03584 Eh
spin multiplicity = 2
LUMO (spin up / spin down) = 3.587 / 3.536 eV

=====

--- C ---
Molecular formula: C6H15NO
Method: DFT, wB97M-V/def2-TZVPD

Each line ends with the Mulliken charge.
Cartesian coordinates (Å):
O 2.471 0.414 -2.764  -1.080
N 1.840 0.065 2.516  -1.290
C 0.763 0.338 0.466  -0.215
C -2.478 -0.411 -0.297  -0.229
C 0.832 0.634 1.729  -0.998
C -2.290 -1.817 0.298  -1.406
C -0.163 0.991 -0.421  -1.422
C -1.236 0.028 -1.057  -0.759
H -2.705 0.295 0.532  0.295
H -0.825 1.639 0.111  0.277
H -3.389 -0.596 -1.009  0.286
H -1.571 0.623 -1.896  0.455
H 1.907 0.180 3.484  0.951
H 1.281 -0.398 0.030  0.126
H 2.523 1.296 -2.407  0.462
H -3.314 -2.152 0.611  0.468
H -1.514 -1.845 1.132  0.204
H 0.062 1.215 2.232  0.543
H 2.256 -0.053 -1.902  0.394
H -2.214 -2.599 -0.452  0.380
H 2.561 -0.535 2.134  0.713
H -0.608 -0.872 -1.178  0.255
H 0.330 1.455 -1.230  0.591

frontier orbital gap (spin up / spin down) = 2.46 / 7.77 eV
net charge = -1
HOMO energy (spin up / spin down) = 0.04699 / -0.15240 Eh
spin multiplicity = 2
LUMO (spin up / spin down) = 3.741 / 3.619 eV

=====

Which of them is most stable? Easy: A.

=====

--- A ---
Molecular formula: C2H6N5
Method: DFT, wB97M-V/def2-TZVPD

Each line ends with the Mulliken charge.
Cartesian coordinates (Å):
N 0.170 -0.217 0.878  0.062
N 1.373 0.603 -2.012  -0.343
N 0.829 -0.209 1.983  -0.422
N -0.966 0.077 -1.302  -0.299
N -1.108 -0.342 0.908  0.067
C 0.173 0.437 -1.631  0.516
C -1.754 -0.208 -0.300  -0.187
H -1.621 -0.781 1.658  0.271
H 0.293 -0.570 2.741  0.245
H 1.962 -0.067 -2.543  0.262
H 1.699 0.114 1.804  0.224
H -2.854 -0.281 -0.253  0.368
H 1.803 1.444 -1.929  0.236

frontier orbital gap (spin up / spin down) = 7.53 / 7.22 eV
net charge = +1
HOMO energy (spin up / spin down) = -0.42558 / -0.42398 Eh
LUMO (spin up / spin down) = -4.053 / -4.320 eV

=====

--- B ---
Molecular formula: C2H6N5
Method: DFT, wB97M-V/def2-TZVPD

Each line ends with the Mulliken charge.
Cartesian coordinates (Å):
N -2.589 -0.084 -0.006  -0.336
N 1.324 -1.464 0.145  0.207
N 0.490 0.465 -0.943  -0.548
N -0.845 -1.776 -0.138  0.353
N 0.333 -2.241 -0.193  -0.709
C 1.374 -0.021 -0.002  -0.292
C -1.540 -0.794 -0.140  0.506
H 0.252 1.439 -0.801  0.270
H 2.402 0.183 -0.357  0.352
H -2.885 0.547 -0.743  0.277
H -3.204 -0.183 0.798  0.277
H 2.202 -1.975 0.181  0.299
H 1.339 0.423 1.015  0.346

frontier orbital gap (spin up / spin down) = 8.89 / 7.62 eV
net charge = +1
HOMO energy (spin up / spin down) = -0.53388 / -0.48284 Eh
LUMO (spin up / spin down) = -5.637 / -5.520 eV

=====

Which of them is most stable? Easy: A.